(1)
12
Properties=species:S:1:pos:R:3:forces:R:3 method="wB97M-V/def2-TZVPD" mol_weight_g_mol=103.1 total_charge=0 de_lowest_kj_mol=402.26 gap_ev=11.27 lumo_energy_ev=0.907
C 0.803478 -0.196445 -1.219457 0.120 -0.132 -0.271
O 1.333036 0.813847 -0.394947 0.035 0.049 -0.032
C 0.435638 0.936129 0.702048 -0.139 0.061 0.210
C -0.713534 0.022136 0.311821 0.129 -0.002 0.095
N -1.078160 -1.101801 1.111883 -0.017 -0.222 0.028
O -1.960342 0.078250 0.832890 -0.139 0.206 -0.042
O -0.598987 -0.146298 -1.055026 -0.023 -0.054 -0.070
H 1.161812 -1.187924 -0.894949 0.065 0.136 -0.103
H 1.048438 -0.006775 -2.264945 0.010 0.019 0.165
H 0.097471 1.972834 0.787000 0.019 -0.121 -0.014
H 0.891133 0.616132 1.643137 -0.015 -0.007 -0.130
H -1.419988 -1.800088 0.440540 -0.044 0.067 0.164


(2)
13
Properties=species:S:1:pos:R:3:forces:R:3 method="wB97M-V/def2-TZVPD" mol_weight_g_mol=135.1 total_charge=0 de_lowest_kj_mol=431.87 gap_ev=9.37 lumo_energy_ev=0.018
C 0.874096 0.321488 -0.245687 -3.050 -0.020 -0.641
C -1.940567 -1.167804 0.118061 -0.113 -0.565 0.067
C 2.085915 0.223971 -1.123600 -1.776 -0.423 0.437
N -2.843592 -0.427436 0.379887 -0.918 0.786 -0.046
O -1.310466 -2.040848 -0.294438 1.181 -0.939 -0.417
O 2.134969 0.260387 1.933135 0.682 0.185 0.961
O -2.893903 0.647386 1.242934 -0.587 -0.144 -0.092
S 0.808679 0.483884 1.366418 0.162 -0.492 -1.592
H 2.087694 1.148224 -1.655072 0.584 0.557 -0.675
H 2.187355 -0.636071 -1.765286 -0.816 -0.226 -0.568
H 2.880270 0.078848 -0.481063 2.074 0.454 1.369
H -0.210404 0.368994 -0.693048 2.274 0.175 0.688
H -3.860045 0.738975 1.217759 0.304 0.652 0.508


(3)
14
Properties=species:S:1:pos:R:3:forces:R:3 method="wB97M-V/def2-TZVPD" mol_weight_g_mol=151.1 total_charge=0 spin_multiplicity=3 de_lowest_kj_mol=98.22 gap_ev="6.11 / 4.62" s_squared=2.02 lumo_energy_ev="0.001 / -4.713"
C 0.197568 -0.961687 -1.252069 0.017 3.013 -0.750
C 0.916006 0.330111 -1.438645 0.755 0.157 -0.866
C -0.820353 -0.236210 -0.534903 -3.488 -1.390 -2.268
N -0.243694 1.023571 -0.921694 0.189 -0.416 2.794
O 1.109188 -0.048043 1.362976 -1.246 -0.060 -0.268
O 0.688876 -2.045725 -1.348679 0.306 -3.879 -0.110
O -1.130518 0.642528 2.105380 -0.436 2.185 0.574
O -0.648731 -1.643562 2.120597 0.331 0.134 -1.586
S -0.295744 -0.457987 1.366730 0.691 -1.534 3.058
H 1.776261 0.380065 -0.739311 -0.252 0.321 -0.037
H 1.221973 0.629148 -2.419702 0.380 0.447 -0.757
H -2.223548 -0.518256 -0.766261 3.628 0.862 1.379
H -0.545711 1.272748 2.568257 -0.171 -0.191 -0.068
H -0.001572 1.633300 -0.102678 -0.703 0.352 -1.097


(4)
11
Properties=species:S:1:pos:R:3:forces:R:3 method="wB97M-V/def2-TZVPD" mol_weight_g_mol=102.1 total_charge=-1 de_lowest_kj_mol=134.63 gap_ev="6.26 / 6.38" lumo_energy_ev="4.296 / 4.368"
C -0.730200 1.100674 0.309605 1.257 -1.945 -0.444
C 0.784152 0.918581 0.332389 -0.675 1.671 1.523
C -0.962475 -1.516856 -0.564035 -2.152 -1.108 0.948
N 1.204027 -0.244920 -0.335928 3.468 -3.135 0.201
O 2.125913 -0.949163 0.248321 -2.505 2.417 -1.140
P -1.833398 -0.173706 0.228271 0.752 -1.213 -0.773
H -1.103308 2.026906 0.575594 -0.612 1.911 0.597
H 1.386962 1.748854 -0.101318 -0.630 -0.373 -0.746
H 1.158522 1.070293 1.373883 -0.208 -0.891 -0.095
H -0.625035 -1.361795 -1.564179 0.629 0.318 -0.352
H -1.405160 -2.618868 -0.502598 0.678 2.348 0.280


(5)
11
Properties=species:S:1:pos:R:3:forces:R:3 method="wB97M-V/def2-TZVPD" mol_weight_g_mol=103.1 total_charge=0 de_lowest_kj_mol=282.28 gap_ev=9.58 lumo_energy_ev=0.757
C -0.333038 -0.706248 -1.789965 -1.746 -0.609 -0.358
C -0.042428 -0.083298 -0.535907 -1.055 -0.594 3.550
N 0.783565 0.814661 -0.355599 0.791 1.422 -0.095
O 0.755521 1.383949 0.882081 0.461 0.545 1.356
C 0.235023 0.534667 1.953803 1.201 -1.881 -3.883
S -0.928797 -0.558394 1.092753 -0.031 0.479 -1.344
H 0.480190 -1.377470 -2.032628 -0.384 -0.487 -0.470
H -0.504026 0.065213 -2.513721 0.509 0.388 -0.691
H -1.359025 -1.107449 -1.657530 0.858 -0.768 -0.427
H 1.013400 -0.131074 2.274914 0.641 0.011 0.549
H -0.100385 1.165442 2.681799 -1.244 1.493 1.813


(6)
11
Properties=species:S:1:pos:R:3:forces:R:3 method="wB97M-V/def2-TZVPD" mol_weight_g_mol=103.1 total_charge=0 de_lowest_kj_mol=265.68 gap_ev=9.61 lumo_energy_ev=0.895
C 1.054252 -0.010421 -1.982977 -1.323 -0.586 1.091
C 0.112982 -0.350121 -1.033049 1.624 1.940 -2.049
O 0.120485 0.132830 0.295059 0.503 -1.270 -2.033
C -1.079570 -0.060538 0.861879 -1.964 1.076 1.768
N -1.261661 0.080200 2.119312 0.029 -0.246 -0.902
S -0.041363 0.412720 3.267683 -0.891 -0.239 -0.359
H 2.028929 0.470448 -1.844097 -0.621 -0.042 0.646
H 0.872027 -0.183460 -3.058974 -0.229 -0.479 0.915
H -0.844347 -0.808241 -1.312293 0.621 0.040 0.031
H -2.012153 -0.122735 0.169957 1.791 -0.205 1.271
H 1.050420 0.439316 2.517500 0.459 0.013 -0.377


(7)
11
Properties=species:S:1:pos:R:3:forces:R:3 method="wB97M-V/def2-TZVPD" mol_weight_g_mol=103.1 total_charge=0 de_lowest_kj_mol=384.70 gap_ev="8.81 / 8.81" lumo_energy_ev="0.424 / 0.423"
O -2.664666 -1.007225 0.151650 2.023 0.499 -0.545
N -1.528493 -0.505250 -0.044815 3.506 -0.879 -0.521
C -0.231381 -1.104065 -0.230763 -5.582 0.225 1.567
C 0.980516 -0.276827 -0.137467 -1.431 1.601 0.283
C 0.431950 1.248463 0.091812 0.268 -0.819 -1.240
S -1.398217 1.335633 -0.210447 1.108 -1.243 0.300
H -0.311001 -2.181983 -0.025445 0.273 0.540 -0.384
H 1.447418 -0.416419 0.829744 0.542 -0.690 -0.084
H 1.669409 -0.511013 -0.965494 -0.171 0.678 0.293
H 0.655209 1.472702 1.130075 -0.182 0.308 -0.087
H 0.949261 1.945988 -0.588847 -0.355 -0.221 0.418


(8)
11
Properties=species:S:1:pos:R:3:forces:R:3 method="wB97M-V/def2-TZVPD" mol_weight_g_mol=103.1 total_charge=0 de_lowest_kj_mol=242.04 gap_ev=9.26 lumo_energy_ev=0.837
S 2.714927 -0.253387 0.029866 0.490 -0.467 -0.058
C 1.097939 -0.308627 -0.116509 -1.202 0.846 0.066
C 0.184928 0.895506 -0.278479 -0.453 -0.099 1.417
C -1.122804 0.313787 0.288131 -1.889 1.057 -1.152
O -1.086261 -1.046147 -0.225102 -0.784 0.532 0.245
N 0.237992 -1.325991 -0.026666 2.390 -1.055 0.021
H 0.126231 1.181413 -1.310346 -0.185 0.096 -0.594
H 0.536341 1.735399 0.313442 0.150 0.022 -0.089
H -2.105501 0.836534 -0.091749 1.959 -1.219 0.648
H -1.146022 0.258543 1.391458 0.178 0.153 -0.439
H 0.562234 -2.287026 0.025953 -0.653 0.134 -0.065


(9)
11
Properties=species:S:1:pos:R:3:forces:R:3 method="wB97M-V/def2-TZVPD" mol_weight_g_mol=103.1 total_charge=0 de_lowest_kj_mol=418.40 gap_ev=9.65 lumo_energy_ev=0.682
C 1.399751 0.807950 1.101202 -0.339 -0.623 -2.330
S 0.077239 -0.368940 1.144314 -2.065 -0.574 -1.731
O -0.472745 -0.546726 -0.526912 0.073 0.273 -0.085
C -1.630604 0.080687 -1.113093 0.128 0.076 -0.451
C -2.785118 -0.685222 -1.526405 -1.093 0.049 2.991
N -2.203592 -0.395210 -2.558588 2.152 -0.081 -0.807
H 1.579280 0.814749 2.148034 0.795 0.385 0.970
H 1.020461 1.755020 0.720568 0.361 0.135 0.238
H 2.213483 0.388100 0.463757 -0.323 0.635 0.811
H -1.643400 1.161704 -1.218005 0.261 -0.136 0.860
H -3.671270 -1.167750 -1.118863 0.049 -0.140 -0.466


(10)
11
Properties=species:S:1:pos:R:3:forces:R:3 method="wB97M-V/def2-TZVPD" mol_weight_g_mol=103.1 total_charge=0 de_lowest_kj_mol=522.59 gap_ev=8.66 lumo_energy_ev=0.564
C -1.154020 -0.567199 0.306518 1.469 -0.664 0.523
C -1.388438 1.773780 -0.370631 -0.234 -0.165 0.857
C 0.270853 -0.897810 0.594096 1.630 2.201 0.921
N -1.383684 0.577399 -0.153512 -0.104 2.919 -1.028
O 2.774428 -0.368742 0.012343 3.207 -1.670 -0.230
S 1.579657 0.400583 0.007680 -4.310 1.249 -1.374
H -1.954790 -1.244138 0.346658 -0.747 -1.004 0.159
H -1.226518 2.377202 -1.258147 -0.129 -0.694 -0.265
H 0.784666 -0.824651 1.591237 -1.680 -0.096 0.162
H 0.611326 -1.845957 0.312183 0.341 -1.408 -1.225
H 1.086525 0.619531 -1.388423 0.558 -0.668 1.499


(11)
12
Properties=species:S:1:pos:R:3:forces:R:3 method="wB97M-V/def2-TZVPD" mol_weight_g_mol=135.2 total_charge=0 de_lowest_kj_mol=329.41 gap_ev=8.96 lumo_energy_ev=0.712
C 0.459612 0.541400 -1.697658 -2.492 5.349 -4.417
N -0.480459 1.181179 -1.145992 1.655 -0.587 -0.953
S -1.346796 1.378065 0.149535 -2.483 1.741 1.156
C -1.188659 0.127408 1.349247 0.959 -3.660 1.191
S -0.632151 -1.533307 0.553401 0.545 1.229 -0.313
C 1.028783 -0.854636 -0.068572 0.565 -0.125 4.990
O 1.131509 -0.484678 -1.384476 1.740 -2.504 0.625
H 0.672210 1.051456 -2.759313 0.176 -1.851 2.224
H -2.085900 -0.166036 1.943740 0.053 0.650 -0.968
H -0.448307 0.247569 2.155807 0.193 0.438 -0.444
H 0.950881 0.137304 0.771627 1.531 -2.686 -2.822
H 1.939279 -1.625723 0.132654 -2.441 2.005 -0.268


(12)
11
Properties=species:S:1:pos:R:3:forces:R:3 method="wB97M-V/def2-TZVPD" mol_weight_g_mol=150.0 total_charge=0 de_lowest_kj_mol=209.65 gap_ev="7.83 / 7.84" lumo_energy_ev="0.033 / 0.033"
C -0.411084 1.079815 0.141218 -0.663 0.294 2.845
C -0.142146 0.383989 1.373681 -1.006 -1.107 -1.474
C -2.457264 -0.016842 0.428728 -1.458 -0.611 -1.311
N -1.876638 0.970167 -0.183483 3.013 -0.633 1.664
O 0.317590 1.849952 -0.403554 0.595 1.168 -1.736
Se -1.468964 -0.959127 1.556976 0.645 0.262 0.845
H 0.539477 -0.500450 -1.241699 0.095 -0.542 -1.003
H 0.865283 0.077768 1.597555 0.113 0.162 0.144
H -3.404247 -0.339168 0.046429 -0.579 -0.132 0.392
H 0.544225 -0.831544 -1.938448 -0.019 0.331 0.848
H -2.272232 1.558813 -0.854436 -0.736 0.808 -1.213


(13)
10
Properties=species:S:1:pos:R:3:forces:R:3 method="wB97M-V/def2-TZVPD" mol_weight_g_mol=87.1 total_charge=0 de_lowest_kj_mol=258.17 gap_ev=8.57 lumo_energy_ev=-0.175
C -1.927221 -1.214945 0.857265 0.911 0.451 -1.395
C -1.736033 -1.564309 -0.401820 0.166 1.061 0.549
S -1.490911 -1.771104 -1.920737 -0.030 -0.308 0.040
H -1.404181 -0.281002 1.209251 -0.859 -1.310 -0.073
H -2.587212 -1.874239 1.379910 -0.175 0.124 0.879
C 1.524342 1.251584 0.017123 -0.069 -3.958 0.140
N 2.311365 2.020830 -0.555416 1.027 1.495 -0.226
H 1.230042 0.090481 -0.215063 0.693 2.500 -0.321
H 1.195886 1.436847 1.044244 -0.292 0.790 -0.258
H 2.883923 1.905856 -1.414756 -1.373 -0.845 0.666


(14)
13
Properties=species:S:1:pos:R:3:forces:R:3 method="wB97M-V/def2-TZVPD" mol_weight_g_mol=249.3 total_charge=+1 spin_multiplicity=5 de_lowest_kj_mol=0.00 gap_ev="6.59 / 8.33" s_squared=6.00 lumo_energy_ev="-4.940 / -4.895"
C -1.634359 -1.739715 0.862838 0.373 0.230 0.155
C -1.715482 -1.616153 -0.622051 4.323 2.406 -1.917
O -0.657634 -1.208521 -1.320209 -5.055 -2.189 3.001
Nd 1.335303 0.080154 -1.642789 0.837 0.522 -0.286
H -2.545644 -1.350290 1.338890 0.100 -0.279 -0.247
H -1.504861 -2.790009 1.175869 -0.233 0.201 -0.238
H -0.768852 -1.180928 1.276118 -0.425 -0.344 -0.450
H 0.579609 2.438063 0.625082 1.122 -0.042 -0.837
H -2.680026 -1.709160 -1.143911 0.422 -0.310 -0.036
O 1.115121 2.044447 -0.111164 -2.451 -0.347 0.857
C 2.492540 2.312523 -0.099976 1.899 1.851 0.899
O 3.041379 1.528243 -0.937809 -0.099 -0.636 -0.344
O 2.942903 3.191349 0.599112 -0.813 -1.064 -0.556


(15)
12
Properties=species:S:1:pos:R:3:forces:R:3 method="wB97M-V/def2-TZVPD" mol_weight_g_mol=137.2 total_charge=-1 de_lowest_kj_mol=212.35 gap_ev=6.36 lumo_energy_ev=1.801
C -0.705317 0.474166 0.274604 -0.444 -0.014 0.789
C -1.245314 1.286826 -0.950528 0.377 0.026 -0.101
O -1.651961 2.436776 -0.716321 -0.123 0.007 0.045
O -1.175493 0.654655 -2.027205 -0.079 0.043 0.031
C 0.617610 -0.172884 -0.057733 -0.144 0.296 -0.208
S 1.425450 -0.995601 1.369130 -1.796 -3.102 -1.934
S 2.978924 -1.916436 0.453082 -0.611 0.593 0.933
H -0.616090 1.095499 1.185647 -0.036 -0.014 -0.506
H -1.489520 -0.269859 0.489507 0.327 -0.070 -0.026
H 0.544309 -0.919117 -0.848760 -0.001 0.084 0.167
H 1.323892 0.584839 -0.399316 0.173 -0.021 0.147
H -0.006490 -2.258864 1.227892 2.357 2.171 0.663


(16)
12
Properties=species:S:1:pos:R:3:forces:R:3 method="wB97M-V/def2-TZVPD" mol_weight_g_mol=239.4 total_charge=0 spin_multiplicity=8 de_lowest_kj_mol=217.27 gap_ev="5.00 / 8.99" s_squared=15.76 lumo_energy_ev="0.307 / 0.191"
H 1.475846 2.292622 2.202242 -0.012 0.242 -0.211
O 0.510658 0.721380 -1.428149 -0.274 0.307 0.156
C 0.954045 0.750265 -0.200283 0.439 -0.784 -0.286
C -0.523757 -0.279742 -1.652869 -0.128 -0.319 -0.245
O 0.634727 1.905984 2.448374 -0.135 -1.119 0.831
O 0.442018 -0.324080 0.441902 -0.460 0.543 0.316
C -0.542679 -1.056448 -0.351314 0.188 -0.463 -0.099
Sm 0.442310 -0.223765 3.157915 0.040 1.072 -0.383
H -0.225375 -0.877048 -2.519487 -0.134 0.207 0.163
H -1.461328 0.255111 -1.839246 0.268 -0.181 -0.062
H -0.174274 -2.085532 -0.371821 -0.078 0.160 -0.411
H -1.532192 -1.078747 0.112733 0.286 0.335 0.232


(17)
13
Properties=species:S:1:pos:R:3:forces:R:3 method="wB97M-V/def2-TZVPD" mol_weight_g_mol=300.1 total_charge=0 spin_multiplicity=4 de_lowest_kj_mol=380.57 gap_ev="4.56 / 5.19" s_squared=3.77 lumo_energy_ev="-0.898 / -2.639"
O -0.342407 0.539131 0.236721 -1.253 0.514 1.106
C -0.344489 1.913955 -0.054739 -3.011 0.183 -1.815
C -1.083471 -0.451984 -0.381021 -1.775 0.542 2.319
O -1.366880 2.550646 -0.063388 1.380 -0.382 0.250
O 0.844224 2.146229 -0.450980 1.374 2.712 0.104
C -0.514396 -1.119082 -1.414650 0.762 -1.609 -2.532
H -2.131309 -0.154312 -0.295052 0.117 -0.709 0.019
H 0.617153 -1.408746 1.365388 1.431 1.668 0.209
H -1.135815 -1.408984 -2.260877 0.231 0.147 0.001
H 0.416524 -1.673160 -1.303386 -0.123 0.085 -0.070
O 1.446694 -0.755108 1.583003 -1.623 -5.082 2.153
H 1.825593 -0.947840 2.445048 -0.197 -0.141 0.429
Pt 1.768582 0.769253 0.593938 2.687 2.071 -2.175